{
  "formula": "C93H213N7O17",
  "method": "ωB97M-V/def2-TZVPD",
  "e_above_lowest_ev": 3.829,
  "gap_ev": 8.2,
  "molar_mass_g_mol": 1701.76,
  "energy_ev": -145119.74901,
  "charge": 0,
  "elements": ["C", "C", "C", "O", "H", "H", "H", "H", "H", "H", "H", "H", "C", "C", "C", "O", "H", "H", "H", "H", "H", "H", "H", "H", "C", "C", "C", "O", "H", "H", "H", "H", "H", "H", "H", "H", "C", "C", "C", "O", "H", "H", "H", "H", "H", "H", "H", "H", "C", "C", "C", "O", "H", "H", "H", "H", "H", "H", "H", "H", "C", "C", "C", "O", "H", "H", "H", "H", "H", "H", "H", "H", "C", "C", "C", "O", "H", "H", "H", "H", "H", "H", "H", "H", "C", "C", "C", "O", "H", "H", "H", "H", "H", "H", "H", "H", "C", "C", "C", "O", "H", "H", "H", "H", "H", "H", "H", "H", "C", "C", "C", "O", "H", "H", "H", "H", "H", "H", "H", "H", "C", "C", "C", "C", "C", "C", "N", "O", "C", "C", "C", "H", "H", "H", "H", "H", "H", "H", "H", "H", "H", "H", "H", "H", "H", "H", "H", "H", "H", "H", "C", "C", "C", "C", "C", "C", "N", "O", "C", "C", "C", "H", "H", "H", "H", "H", "H", "H", "H", "H", "H", "H", "H", "H", "H", "H", "H", "H", "H", "H", "C", "C", "C", "C", "C", "C", "N", "O", "C", "C", "C", "H", "H", "H", "H", "H", "H", "H", "H", "H", "H", "H", "H", "H", "H", "H", "H", "H", "H", "H", "C", "C", "C", "C", "C", "C", "N", "O", "C", "C", "C", "H", "H", "H", "H", "H", "H", "H", "H", "H", "H", "H", "H", "H", "H", "H", "H", "H", "H", "H", "C", "C", "C", "C", "C", "C", "N", "O", "C", "C", "C", "H", "H", "H", "H", "H", "H", "H", "H", "H", "H", "H", "H", "H", "H", "H", "H", "H", "H", "H", "C", "C", "C", "C", "C", "C", "N", "O", "C", "C", "C", "H", "H", "H", "H", "H", "H", "H", "H", "H", "H", "H", "H", "H", "H", "H", "H", "H", "H", "H", "C", "C", "C", "C", "C", "C", "N", "O", "C", "C", "C", "H", "H", "H", "H", "H", "H", "H", "H", "H", "H", "H", "H", "H", "H", "H", "H", "H", "H", "H"],
  "xyz": [[-1.355, -4.131, -3.355], [-1.354, -4.705, -4.791], [0.119, -4.969, -5.335], [-2.051, -5.957, -4.691], [-0.886, -4.790, -2.623], [-2.348, -3.898, -2.973], [-0.837, -3.172, -3.360], [-1.809, -4.106, -5.580], [0.704, -4.062, -5.179], [0.137, -5.240, -6.391], [0.643, -5.742, -4.772], [-2.191, -6.274, -5.587], [-0.450, -0.778, -5.810], [0.967, -0.884, -6.426], [1.097, -0.060, -7.645], [1.817, -0.469, -5.387], [-0.562, -1.292, -4.856], [-1.191, -1.285, -6.428], [-0.823, 0.226, -5.610], [1.182, -1.940, -6.589], [2.134, -0.072, -7.981], [0.822, 0.990, -7.548], [0.533, -0.397, -8.515], [1.447, 0.042, -4.664], [0.295, 4.054, 4.400], [1.739, 4.655, 4.513], [2.891, 3.854, 3.993], [1.567, 5.713, 3.644], [0.088, 3.363, 3.583], [-0.438, 4.821, 4.651], [0.085, 3.392, 5.240], [1.934, 4.942, 5.547], [3.739, 4.509, 3.794], [2.597, 3.613, 2.972], [3.059, 2.898, 4.490], [1.694, 5.330, 2.773], [-0.089, -1.418, 4.483], [0.493, -2.660, 5.198], [1.421, -3.398, 4.307], [1.195, -2.199, 6.302], [-0.123, -1.614, 3.411], [0.454, -0.491, 4.667], [-1.129, -1.398, 4.807], [-0.296, -3.288, 5.612], [1.972, -4.175, 4.837], [2.208, -2.720, 3.977], [0.947, -3.854, 3.439], [0.659, -2.249, 7.097], [5.179, 0.395, 5.011], [4.353, -0.844, 4.877], [4.617, -1.796, 6.086], [3.010, -0.411, 4.938], [6.200, 0.040, 5.152], [4.913, 1.072, 5.823], [5.175, 1.036, 4.130], [4.617, -1.318, 3.932], [4.561, -1.259, 7.033], [5.581, -2.305, 6.088], [3.845, -2.545, 6.265], [2.384, -1.077, 5.231], [-0.432, 3.626, -3.482], [0.834, 2.861, -3.961], [2.180, 3.406, -3.653], [0.749, 1.627, -3.357], [-0.632, 3.605, -2.411], [-1.280, 3.017, -3.797], [-0.500, 4.638, -3.882], [0.873, 2.778, -5.047], [2.433, 4.254, -4.289], [2.901, 2.615, -3.859], [2.461, 3.800, -2.677], [0.817, 1.745, -2.406], [0.962, 7.443, 0.111], [1.256, 5.987, -0.290], [2.738, 5.689, -0.599], [0.785, 5.177, 0.745], [-0.094, 7.637, 0.299], [1.144, 8.158, -0.691], [1.562, 7.727, 0.975], [0.712, 5.744, -1.203], [3.338, 6.052, 0.236], [3.168, 6.184, -1.469], [2.935, 4.635, -0.793], [-0.168, 5.269, 0.689], [-2.524, 4.321, -0.089], [-2.826, 5.627, -0.870], [-4.323, 5.878, -1.078], [-2.273, 6.613, -0.114], [-1.491, 4.171, 0.224], [-2.706, 3.514, -0.800], [-3.187, 4.254, 0.774], [-2.368, 5.450, -1.843], [-4.877, 5.068, -1.552], [-4.433, 6.862, -1.535], [-4.849, 5.956, -0.127], [-2.809, 6.788, 0.663], [-2.590, 7.179, 4.235], [-3.566, 6.420, 3.283], [-4.684, 5.654, 4.038], [-4.027, 7.192, 2.274], [-3.090, 7.814, 4.967], [-1.990, 7.817, 3.587], [-1.820, 6.582, 4.724], [-2.832, 5.739, 2.852], [-5.328, 5.093, 3.361], [-5.362, 6.296, 4.600], [-4.429, 4.972, 4.850], [-4.716, 7.723, 2.679], [-4.112, 1.801, 4.903], [-3.805, 0.327, 4.985], [-3.146, -0.039, 6.250], [-4.967, -0.471, 4.843], [-4.814, 2.175, 5.648], [-4.696, 2.091, 4.029], [-3.139, 2.271, 5.043], [-3.318, -0.038, 4.081], [-3.764, 0.011, 7.146], [-2.202, 0.488, 6.386], [-2.862, -1.091, 6.288], [-5.609, -0.166, 5.487], [7.168, -0.755, -6.974], [6.170, -1.754, -6.358], [6.859, -3.131, -6.603], [6.349, -4.191, -5.582], [6.590, -3.693, -4.160], [5.924, -2.273, -3.845], [6.154, -1.328, -4.873], [5.674, -0.030, -4.592], [4.392, -2.354, -3.516], [6.585, -1.901, -2.466], [4.799, -1.719, -6.925], [8.155, -0.909, -6.537], [6.939, 0.271, -6.686], [7.218, -0.788, -8.062], [6.757, -3.426, -7.648], [7.932, -3.039, -6.435], [6.901, -5.124, -5.693], [5.295, -4.434, -5.717], [7.661, -3.683, -3.962], [6.062, -4.452, -3.582], [3.837, -2.580, -4.427], [4.160, -3.018, -2.684], [4.001, -1.373, -3.245], [7.672, -1.870, -2.538], [6.115, -0.967, -2.155], [6.410, -2.557, -1.613], [4.862, -1.639, -8.010], [4.325, -0.840, -6.488], [4.130, -2.521, -6.613], [4.734, -0.188, -4.703], [-5.337, 1.653, -1.301], [-5.469, 1.524, -2.852], [-4.074, 1.512, -3.487], [-3.256, 0.219, -3.369], [-4.058, -0.931, -3.937], [-5.526, -1.027, -3.328], [-6.258, 0.265, -3.266], [-7.534, 0.145, -2.715], [-6.309, -2.046, -4.250], [-5.328, -1.659, -1.899], [-6.124, 2.798, -3.464], [-4.787, 0.818, -0.869], [-6.346, 1.651, -0.889], [-4.800, 2.544, -0.976], [-4.210, 1.677, -4.555], [-3.484, 2.335, -3.083], [-2.895, -0.032, -2.371], [-2.361, 0.345, -3.978], [-3.616, -1.911, -3.756], [-4.273, -0.810, -4.999], [-6.579, -1.616, -5.215], [-5.737, -2.960, -4.403], [-7.270, -2.281, -3.792], [-6.234, -1.624, -1.294], [-4.921, -2.669, -1.949], [-4.619, -1.190, -1.217], [-6.027, 2.788, -4.550], [-5.670, 3.660, -2.974], [-7.190, 2.841, -3.243], [-8.054, 0.249, -3.515], [-10.671, 3.045, 0.223], [-9.105, 3.092, 0.218], [-8.705, 4.166, 1.287], [-8.727, 3.599, 2.745], [-7.814, 2.333, 2.816], [-8.228, 1.176, 1.905], [-8.470, 1.768, 0.538], [-8.849, 0.769, -0.398], [-7.015, 0.193, 1.674], [-9.460, 0.445, 2.461], [-8.659, 3.520, -1.171], [-10.946, 2.788, 1.246], [-11.077, 2.377, -0.537], [-11.175, 3.980, -0.017], [-7.703, 4.522, 1.049], [-9.470, 4.940, 1.344], [-9.642, 3.102, 3.066], [-8.407, 4.301, 3.515], [-7.802, 2.009, 3.857], [-6.791, 2.708, 2.770], [-6.658, -0.157, 2.642], [-7.259, -0.661, 1.042], [-6.136, 0.688, 1.260], [-10.409, 0.970, 2.352], [-9.469, -0.508, 1.932], [-9.289, 0.234, 3.516], [-7.571, 3.484, -1.221], [-8.992, 4.537, -1.380], [-9.137, 2.936, -1.957], [-8.006, 0.567, -0.809], [3.357, 1.463, 1.079], [2.898, 0.710, -0.162], [3.081, -0.824, 0.027], [2.118, -1.552, 0.957], [0.654, -1.235, 0.623], [0.352, 0.252, 0.465], [1.408, 1.000, -0.359], [1.124, 2.326, -0.598], [-1.067, 0.348, -0.048], [0.246, 0.946, 1.865], [3.729, 1.099, -1.406], [3.039, 1.137, 2.070], [3.170, 2.535, 1.022], [4.433, 1.290, 1.062], [2.905, -1.308, -0.934], [4.070, -1.036, 0.433], [2.356, -1.099, 1.919], [2.284, -2.629, 0.986], [-0.189, -1.597, 1.211], [0.457, -1.796, -0.290], [-1.867, -0.162, 0.489], [-1.360, 1.395, -0.125], [-1.107, -0.042, -1.064], [0.261, 2.035, 1.848], [-0.668, 0.646, 2.378], [1.068, 0.623, 2.504], [3.513, 2.125, -1.704], [3.331, 0.509, -2.232], [4.790, 1.019, -1.168], [1.293, 2.713, 0.264], [-3.508, -4.229, 1.187], [-4.568, -4.091, 2.332], [-5.697, -5.228, 2.314], [-5.134, -6.486, 3.023], [-4.672, -6.196, 4.427], [-3.560, -5.060, 4.502], [-3.968, -3.910, 3.654], [-3.261, -2.746, 3.940], [-3.350, -4.811, 5.969], [-2.265, -5.676, 3.903], [-5.467, -2.773, 2.118], [-2.604, -3.653, 1.387], [-3.878, -3.794, 0.259], [-3.177, -5.260, 1.061], [-6.687, -4.924, 2.655], [-5.758, -5.428, 1.244], [-4.334, -6.971, 2.463], [-5.924, -7.232, 2.935], [-4.306, -7.136, 4.842], [-5.529, -5.874, 5.016], [-3.154, -5.700, 6.568], [-2.484, -4.161, 6.086], [-4.184, -4.212, 6.336], [-1.517, -4.925, 3.649], [-1.721, -6.379, 4.533], [-2.436, -6.215, 2.971], [-4.964, -1.830, 2.329], [-6.272, -2.801, 2.853], [-6.003, -2.873, 1.173], [-3.974, -2.331, 4.431], [9.530, 2.079, 0.174], [8.003, 1.756, 0.067], [7.304, 2.412, 1.328], [7.106, 3.900, 1.180], [6.315, 4.242, -0.067], [6.996, 3.744, -1.384], [7.359, 2.287, -1.185], [7.823, 1.758, -2.419], [5.902, 3.918, -2.440], [8.227, 4.644, -1.756], [7.719, 0.234, 0.049], [9.751, 3.127, 0.377], [9.943, 1.840, -0.806], [9.888, 1.348, 0.898], [6.304, 2.020, 1.512], [7.959, 2.299, 2.192], [8.007, 4.513, 1.159], [6.613, 4.260, 2.083], [6.323, 5.326, 0.050], [5.241, 4.071, 0.004], [5.789, 4.977, -2.673], [6.210, 3.420, -3.360], [4.867, 3.598, -2.322], [9.117, 4.412, -1.171], [8.506, 4.486, -2.798], [8.051, 5.720, -1.762], [6.636, 0.145, 0.144], [8.222, -0.415, 0.765], [8.059, -0.126, -0.922], [7.172, 1.064, -2.545], [5.643, -4.170, 1.668], [4.798, -5.460, 1.248], [3.565, -5.638, 2.226], [2.450, -6.493, 1.819], [1.917, -6.023, 0.425], [2.994, -6.026, -0.671], [4.218, -5.322, -0.114], [5.204, -5.230, -1.012], [3.277, -7.458, -1.168], [2.396, -5.179, -1.871], [5.627, -6.764, 1.416], [6.327, -3.881, 0.870], [6.239, -4.263, 2.576], [4.953, -3.330, 1.750], [3.955, -6.038, 3.162], [3.230, -4.678, 2.620], [1.637, -6.606, 2.537], [2.812, -7.520, 1.794], [1.454, -5.041, 0.528], [1.149, -6.731, 0.115], [3.755, -8.009, -0.358], [2.338, -7.996, -1.296], [3.989, -7.525, -1.990], [3.070, -4.970, -2.702], [1.483, -5.632, -2.258], [2.189, -4.170, -1.513], [5.180, -7.737, 1.215], [6.047, -6.895, 2.413], [6.483, -6.622, 0.756], [5.169, -4.288, -1.196]],
  "atomic_forces_ev_per_a": [[-0.1, 0.7, -0.9], [1.6, -1.4, 0.3], [-0.8, 0.5, 1.0], [-0.1, 0.3, -0.1], [0.1, -0.2, -0.3], [-0.2, -0.3, -0.3], [0.3, 0.0, 0.1], [-0.4, 0.6, 0.5], [0.1, 0.2, -0.3], [-0.2, 0.1, 0.0], [-0.3, -0.2, 0.1], [0.0, -0.2, -0.1], [-0.8, -0.9, -0.5], [-2.4, 0.4, 2.5], [0.8, 0.7, -1.6], [2.4, -0.1, 0.0], [0.6, -0.2, 0.2], [-0.1, 0.1, -0.4], [0.4, 0.3, -0.4], [0.1, 0.0, -0.3], [0.2, 0.1, 0.0], [0.0, 0.0, 0.6], [-0.3, -0.5, 0.2], [-0.8, 0.3, -0.1], [0.6, -1.7, 2.7], [-2.1, -1.2, -0.2], [-0.5, -0.7, -1.0], [1.0, 2.6, -0.4], [0.1, 0.8, -0.6], [0.1, 0.3, -1.0], [0.3, -0.5, 0.5], [-0.2, 0.6, -0.1], [0.4, -0.2, 0.8], [-0.1, -0.5, -0.3], [0.4, 0.2, 0.2], [-0.3, 0.3, -0.6], [-1.0, -1.3, -0.3], [-1.1, 0.8, -0.6], [1.1, -0.7, -0.2], [1.4, 0.3, 1.7], [0.0, 0.2, -0.1], [0.0, -0.2, 0.2], [0.0, 0.8, -0.1], [-0.3, -0.3, -0.6], [-0.2, -0.3, 0.2], [-0.1, 0.2, -0.4], [-0.1, 0.2, 0.0], [0.1, 0.1, -0.1], [1.1, 0.5, -0.3], [-0.5, -0.4, 1.9], [-0.1, 0.1, 0.2], [-0.4, 0.7, -0.8], [0.3, 0.4, 0.1], [-0.2, -0.5, 0.3], [-0.1, -0.2, -0.3], [-0.3, -0.3, -0.2], [0.2, 0.6, -0.1], [0.1, 0.1, -0.3], [-0.1, -0.2, -0.7], [0.3, -0.3, 0.3], [0.1, -0.2, -0.8], [-0.8, 1.5, 1.2], [1.8, 1.5, -0.1], [-0.3, -2.5, -0.5], [1.0, 0.3, 0.3], [-0.2, 0.2, -0.7], [-0.1, 0.0, 0.1], [-0.7, -0.5, -0.1], [0.0, 0.0, -0.4], [0.1, 0.0, -0.2], [-0.8, -0.4, 0.5], [0.1, -0.1, 0.4], [0.3, 0.3, -0.6], [0.6, 1.3, -1.4], [-0.1, 0.3, 0.6], [0.2, -1.2, 0.7], [0.0, -0.6, 0.4], [0.5, -0.1, -0.2], [0.0, 0.0, 0.1], [-0.3, 0.0, -0.2], [0.2, -0.3, 0.2], [-0.6, 0.4, -0.2], [-0.2, -0.2, 0.4], [-0.3, 0.0, 0.4], [-0.9, -0.4, -1.1], [-1.0, -2.9, 0.7], [0.0, -0.1, 0.6], [1.6, 2.4, 0.0], [0.0, 0.4, -0.1], [-0.3, -0.5, 0.3], [0.0, -0.2, 0.1], [0.5, 1.0, -0.1], [0.3, 0.2, -0.6], [-0.2, -0.2, -0.5], [0.3, 0.1, 0.5], [-0.4, 0.1, 0.2], [-0.2, 0.6, -0.5], [2.4, -2.3, 3.4], [-0.4, 0.1, -0.1], [-1.2, 1.2, -1.2], [-0.1, 0.0, 0.1], [-0.1, 0.3, -0.1], [-0.5, -0.5, 0.2], [-0.5, -0.7, -0.4], [0.1, 0.0, -0.3], [0.0, 0.8, -0.3], [0.9, -0.2, -0.3], [-0.3, 0.5, -0.5], [-0.2, 0.2, 0.0], [-1.3, -0.3, -0.9], [1.6, -1.0, 1.1], [-1.3, -0.4, 0.0], [0.3, -0.4, 0.9], [0.8, -0.1, -0.7], [-0.3, 0.7, -0.4], [1.1, 0.6, 0.2], [-0.3, 0.8, -0.1], [-0.1, 0.3, 0.2], [0.0, -0.2, -0.5], [-0.3, -0.1, 0.2], [-0.4, 0.9, 0.1], [2.0, 0.4, 1.2], [-0.6, -0.4, 1.8], [0.6, 0.7, -0.8], [-1.7, 0.7, -1.0], [-0.5, -2.0, 2.6], [2.7, -1.0, -1.3], [-0.1, -1.1, -0.5], [0.4, 0.0, -0.7], [-0.3, 0.7, -0.8], [-0.8, 0.8, 0.0], [0.0, -0.3, -0.2], [-0.4, 0.1, -0.1], [0.0, -0.2, -0.1], [-0.4, 0.1, 0.0], [0.1, 0.1, 0.1], [0.0, -0.1, -0.2], [-0.1, 0.1, -0.1], [-0.1, 0.1, 0.2], [0.4, 0.2, 0.8], [-0.2, -0.6, 0.1], [0.0, -0.2, -0.2], [0.2, 0.1, 0.3], [0.0, 0.5, -0.2], [0.5, 0.4, 0.1], [-0.4, -0.6, -0.3], [-0.4, 0.0, 0.0], [-0.3, 0.3, -0.6], [0.3, -0.4, -0.2], [-0.8, 0.8, 0.1], [-0.5, -0.5, -0.7], [-0.3, -0.3, 0.4], [0.3, -1.1, 0.0], [-0.1, -0.1, -0.4], [-2.2, 0.5, 0.3], [0.7, -1.1, 1.0], [3.1, 1.0, -1.5], [0.3, 0.0, 0.1], [-0.2, 0.9, 1.0], [-0.3, 0.1, 0.1], [-0.6, -1.0, 0.8], [-0.1, -0.1, -0.1], [0.1, 0.2, 0.3], [-0.2, 0.3, -0.2], [0.1, 0.1, -0.1], [-0.2, 0.2, 0.0], [-0.2, 0.3, 0.2], [0.2, 0.0, 0.1], [0.1, 0.1, -0.2], [0.6, 0.1, -0.3], [0.4, 0.2, -0.1], [0.0, 0.0, 0.1], [0.1, -0.3, 0.2], [-0.4, -0.4, -0.3], [-0.5, -0.3, -0.3], [0.3, 0.6, -0.5], [0.2, 0.2, 0.1], [0.1, 0.1, -0.4], [0.0, -0.1, 0.0], [-0.6, 0.0, 0.2], [0.4, -0.2, 0.2], [-1.4, -0.2, 0.6], [-0.5, -1.4, 1.2], [0.9, -2.3, -0.8], [0.5, 1.3, 1.0], [0.5, 0.9, -1.7], [0.5, 1.0, 0.3], [-0.3, 0.4, 0.7], [-0.5, 0.6, 1.0], [0.8, -0.5, -0.1], [0.0, 0.3, 0.2], [-0.5, -0.3, -0.2], [0.2, -0.6, 0.4], [0.5, 0.5, 0.1], [0.0, 0.3, 0.1], [0.3, 0.4, -0.8], [-0.8, 1.0, -0.3], [-0.1, 0.2, -0.2], [-0.4, -0.5, 0.2], [0.4, -0.4, -1.1], [-0.2, -0.3, 0.1], [-0.2, 0.1, 0.1], [-0.3, 0.4, -0.2], [0.2, 0.0, -0.1], [-0.6, 0.0, 0.0], [-0.1, -0.1, 0.1], [-0.1, 0.0, -0.2], [0.1, 0.2, 0.2], [0.3, -0.4, 0.1], [-0.1, -0.2, -0.6], [1.3, -0.1, -0.1], [-1.9, -0.3, 0.9], [-1.0, -0.4, -0.4], [-0.8, 1.4, 1.4], [0.6, -0.1, -1.0], [0.4, 1.5, 1.5], [-0.2, -3.8, -1.6], [0.1, 0.2, 0.7], [-0.2, 0.8, -2.2], [0.7, -0.9, 0.4], [-1.5, 0.5, 0.6], [-0.4, -0.4, -0.3], [0.1, 0.1, -0.2], [0.3, 0.5, 0.3], [0.6, 0.1, -0.4], [0.3, 0.1, -0.5], [-0.2, -0.5, 0.7], [0.2, 0.0, 0.0], [0.6, -0.3, 1.0], [-0.1, 0.4, -0.7], [0.5, -0.2, 0.6], [-0.1, 0.1, 0.0], [0.0, -0.1, -0.2], [-0.1, 0.1, -0.4], [-0.1, 0.0, -0.1], [0.0, 0.1, 0.1], [0.1, 0.1, 0.3], [0.6, -0.3, -0.1], [0.0, -0.3, -0.4], [-0.2, 1.3, 0.2], [-0.4, 0.1, 0.5], [-1.5, 2.3, -0.1], [3.2, -0.2, -0.4], [-1.0, 0.2, -1.0], [0.0, 0.8, -0.3], [0.2, -2.4, -1.9], [-1.5, -2.7, 1.8], [0.0, 0.0, -0.4], [0.3, 1.9, 0.0], [0.6, -0.1, -0.2], [0.4, -1.3, 0.5], [0.0, 0.1, 0.5], [-0.3, -0.4, -0.2], [-0.2, -0.1, -0.2], [0.3, 0.2, 0.4], [-0.4, -0.2, -0.1], [0.2, 0.4, -0.3], [-0.1, -0.2, 0.7], [0.3, 0.2, 0.3], [0.0, 0.1, 0.2], [-0.4, -0.1, -0.3], [0.2, 0.1, 0.1], [-0.2, -0.3, 0.4], [-0.1, 0.4, 0.1], [-0.3, -0.1, 0.4], [-0.3, 0.1, 0.0], [0.2, -0.1, -0.7], [0.1, -0.1, 0.3], [0.4, 0.5, -0.4], [0.2, 1.1, 0.3], [-1.2, -1.1, -0.9], [0.1, 1.0, 0.5], [0.8, 0.3, -1.0], [-0.3, -0.1, 0.0], [0.8, 1.0, 0.7], [-0.6, 0.1, 1.5], [-1.6, 1.4, 0.7], [0.5, -0.1, 0.9], [0.4, 0.0, -1.5], [-0.2, -0.6, -0.6], [0.3, 0.7, -0.6], [-0.1, -0.2, 0.4], [0.3, -0.1, 0.0], [0.6, 0.5, 0.2], [0.2, -0.5, 0.0], [-0.1, -0.7, 0.1], [0.5, -0.4, -0.1], [-0.4, 0.1, 0.0], [0.1, 0.5, -1.1], [0.1, -1.0, -0.1], [0.3, 0.2, 0.0], [0.2, 0.1, -0.2], [0.3, -0.5, 1.0], [-0.2, 0.1, 0.1], [0.0, -0.5, -0.1], [-0.4, 0.0, 0.6], [0.0, -0.4, -0.1], [0.0, 0.5, 0.4], [-0.3, -0.2, 0.0], [0.0, -0.3, -0.7], [-1.0, -0.8, -1.2], [-1.9, -1.4, 1.3], [1.8, 1.6, 1.8], [-0.8, -0.9, -1.9], [0.3, -1.2, 0.8], [0.4, 0.8, -0.3], [-2.6, 0.3, 2.3], [1.9, 0.4, -2.2], [0.4, -0.1, 1.3], [0.8, 0.2, 0.9], [1.2, 0.7, -0.4], [0.2, -0.3, -0.1], [-0.3, -0.3, 0.1], [-0.1, 0.0, 0.3], [0.5, -0.3, 0.1], [-0.3, 0.5, -0.7], [-0.1, 0.7, 0.2], [0.1, -0.3, -0.6], [0.1, 0.1, 0.0], [-0.2, 0.1, -0.1], [0.1, 0.0, 0.1], [0.0, 0.1, -0.7], [-0.4, 0.2, -0.3], [0.3, -0.7, 0.0], [0.0, -0.1, 0.1], [-0.4, 0.0, 0.3], [-0.5, 0.4, -0.4], [-0.1, 0.5, 0.2], [0.2, -0.5, -0.2], [0.6, 0.1, -0.7]],
  "lowdin_charge": [-0.045, -0.433, -0.043, -0.067, 0.072, 0.060, 0.062, 0.122, 0.056, 0.070, 0.066, 0.081, -0.054, -0.484, -0.059, -0.063, 0.062, 0.078, 0.070, 0.127, 0.073, 0.083, 0.084, 0.054, -0.034, -0.480, -0.037, -0.068, 0.058, 0.056, 0.060, 0.138, 0.092, 0.054, 0.084, 0.048, -0.016, -0.486, -0.054, -0.048, 0.061, 0.081, 0.047, 0.126, 0.090, 0.070, 0.083, 0.111, -0.070, -0.478, -0.041, -0.067, 0.082, 0.087, 0.063, 0.123, 0.081, 0.074, 0.057, 0.018, -0.022, -0.480, -0.061, -0.061, 0.058, 0.060, 0.081, 0.138, 0.089, 0.082, 0.046, 0.050, -0.036, -0.471, -0.040, -0.057, 0.059, 0.079, 0.083, 0.127, 0.080, 0.086, 0.042, 0.053, -0.036, -0.490, -0.026, -0.034, 0.056, 0.054, 0.083, 0.129, 0.054, 0.089, 0.068, 0.062, -0.033, -0.517, -0.034, -0.023, 0.075, 0.080, 0.059, 0.122, 0.063, 0.075, 0.069, 0.114, -0.044, -0.510, -0.063, -0.066, 0.085, 0.069, 0.083, 0.138, 0.094, 0.089, 0.066, 0.096, -0.042, -0.469, -0.120, -0.180, -0.109, -0.464, -0.109, 0.004, -0.010, -0.033, -0.035, 0.082, 0.076, 0.084, 0.119, 0.107, 0.106, 0.102, 0.118, 0.106, 0.072, 0.054, 0.052, 0.087, 0.054, 0.069, 0.096, 0.069, 0.080, 0.062, -0.009, -0.424, -0.138, -0.167, -0.129, -0.435, -0.093, -0.020, -0.030, -0.036, -0.024, 0.063, 0.048, 0.066, 0.117, 0.105, 0.088, 0.085, 0.099, 0.115, 0.077, 0.079, 0.071, 0.070, 0.071, 0.057, 0.085, 0.065, 0.053, 0.118, -0.034, -0.476, -0.105, -0.154, -0.160, -0.458, -0.099, -0.027, -0.021, -0.017, -0.046, 0.061, 0.079, 0.077, 0.109, 0.110, 0.096, 0.103, 0.107, 0.093, 0.062, 0.071, 0.073, 0.072, 0.080, 0.081, 0.061, 0.092, 0.082, 0.039, -0.018, -0.428, -0.117, -0.166, -0.129, -0.438, -0.089, -0.037, -0.047, -0.026, -0.002, 0.073, 0.073, 0.064, 0.107, 0.117, 0.090, 0.097, 0.104, 0.115, 0.092, 0.073, 0.074, 0.062, 0.079, 0.061, 0.042, 0.077, 0.076, 0.059, -0.015, -0.422, -0.101, -0.201, -0.133, -0.469, -0.131, -0.014, -0.045, -0.033, -0.041, 0.071, 0.061, 0.068, 0.112, 0.112, 0.098, 0.107, 0.118, 0.117, 0.094, 0.060, 0.089, 0.069, 0.081, 0.060, 0.062, 0.074, 0.072, 0.065, -0.024, -0.452, -0.125, -0.205, -0.142, -0.434, -0.093, -0.016, -0.040, -0.017, -0.031, 0.064, 0.080, 0.079, 0.088, 0.119, 0.109, 0.109, 0.114, 0.093, 0.087, 0.082, 0.044, 0.061, 0.078, 0.080, 0.063, 0.087, 0.059, 0.065, 0.002, -0.418, -0.174, -0.182, -0.120, -0.446, -0.137, -0.022, -0.023, -0.023, -0.039, 0.063, 0.082, 0.058, 0.116, 0.085, 0.110, 0.107, 0.105, 0.113, 0.058, 0.084, 0.086, 0.062, 0.070, 0.067, 0.068, 0.078, 0.077, 0.067]
}